Density functional theory data (ωB97M-V/def2-TZVPD) for C5H8O in the gas phase in a non-equilibrium geometry.

The energy above the lowest of the compared OMol25 structures with the same formula, charge and spin is 49.80 kcal/mol. Its highest occupied orbital energy is -9.26 eV. As for the total energy: -270.4785 Eh. The frontier orbital gap is 0.3828 hartree. The SMILES is C1C[C@@H]2C[C@@H]2O1.

Positions of all 14 atoms, in Å:
C (-1.513, 0.129, -0.451)
C (-0.384, 0.907, 0.174)
C (0.413, -0.021, 1.096)
C (1.411, -0.671, 0.121)
O (0.684, -0.791, -1.106)
C (-0.219, 0.281, -1.185)
H (-1.685, -0.845, -0.005)
H (-2.392, 0.671, -0.772)
H (-0.481, 1.988, 0.263)
H (-0.254, -0.834, 1.481)
H (0.611, 0.176, 2.143)
H (1.643, -1.670, 0.481)
H (2.354, -0.149, -0.112)
H (-0.187, 0.828, -2.128)